P:
{
  "formula": "C9H16N4O5",
  "method": "wB97M-V/def2-TZVPD",
  "symbols": ["N", "C", "O", "C", "C", "C", "N", "C", "O", "N", "C", "C", "C", "N", "O", "C", "O", "O", "H", "H", "H", "H", "H", "H", "H", "H", "H", "H", "H", "H", "H", "H", "H", "H"],
  "positions_angstrom": [[1.772, -5.315, -1.008], [0.841, -4.600, -0.280], [-0.370, -4.904, -0.057], [1.404, -3.292, 0.351], [0.632, -2.141, -0.092], [1.011, -0.842, 0.815], [0.725, -0.853, 2.220], [0.513, 0.560, 0.047], [0.594, 0.804, -1.142], [-0.265, 1.320, 0.888], [-0.691, 2.638, 0.342], [-1.970, 2.698, -0.400], [-1.908, 3.065, -1.921], [-1.297, 2.272, -2.835], [-2.631, 3.994, -2.311], [-0.638, 3.664, 1.441], [-0.762, 3.388, 2.674], [-0.657, 4.798, 0.808], [1.615, -6.258, -1.275], [2.758, -5.136, -0.838], [1.446, -3.329, 1.422], [2.496, -3.098, 0.042], [0.678, -1.984, -1.177], [-0.494, -2.396, -0.127], [2.068, -1.067, 0.888], [1.391, -1.424, 2.596], [-0.255, -1.152, 2.439], [-0.136, 1.178, 1.905], [0.208, 2.859, -0.350], [-2.411, 1.568, -0.198], [-2.695, 3.482, 0.007], [-0.687, 1.530, -2.693], [-1.286, 2.637, -3.710], [-0.999, 5.335, 1.528]],
  "lowdin_charge": [0.155, -0.453, 0.007, -0.176, -0.182, -0.242, 0.041, -0.366, 0.036, 0.096, -0.268, -0.043, -0.481, 0.201, 0.016, -0.469, 0.070, 0.169, 0.094, 0.100, 0.105, 0.139, 0.118, 0.143, 0.119, 0.031, 0.124, 0.130, 0.182, 0.191, 0.143, 0.055, 0.071, 0.143],
  "charge": 0,
  "lumo_ev": 0.49,
  "homo_lumo_gap_ev": 10.11,
  "smiles": "NC(=O)CC[C@H](N)C(=O)N[C@@H](CC(N)=O)C(=O)O"
}



Q:
{
  "formula": "C9H16N4O5",
  "method": "wB97M-V/def2-TZVPD",
  "symbols": ["N", "C", "O", "C", "C", "C", "N", "C", "O", "C", "N", "C", "C", "N", "O", "C", "O", "O", "H", "H", "H", "H", "H", "H", "H", "H", "H", "H", "H", "H", "H", "H", "H", "H"],
  "positions_angstrom": [[3.927, 1.815, 0.574], [2.672, 1.295, 0.613], [2.273, 0.454, 1.353], [1.712, 1.737, -0.447], [1.530, 0.573, -1.463], [1.123, -0.863, -0.945], [0.233, -0.866, 0.140], [-0.928, -1.463, 0.041], [-1.202, -2.255, -0.840], [-2.001, -1.161, 1.199], [-1.436, -0.355, 2.263], [-3.306, -0.629, 0.387], [-2.960, 0.785, -0.310], [-3.830, 1.032, -1.382], [-2.031, 1.597, -0.178], [2.342, -1.714, -0.558], [3.329, -1.766, -1.273], [2.172, -2.336, 0.555], [4.134, 2.616, 0.054], [4.619, 1.527, 1.341], [0.747, 1.892, 0.073], [2.169, 2.651, -0.910], [2.480, 0.599, -1.941], [0.716, 0.719, -2.208], [0.556, -1.312, -1.745], [0.374, -0.329, 0.969], [-2.426, -2.163, 1.578], [-2.063, -0.312, 3.009], [-1.323, 0.536, 1.880], [-3.664, -1.308, -0.457], [-4.274, -0.567, 0.916], [-4.727, 0.554, -1.344], [-3.869, 2.004, -1.638], [2.933, -2.986, 0.694]],
  "lowdin_charge": [0.176, -0.581, 0.077, -0.096, -0.076, -0.191, 0.102, -0.457, 0.051, -0.245, 0.076, -0.051, -0.449, 0.120, 0.017, -0.516, 0.088, 0.144, 0.071, 0.158, 0.116, 0.125, 0.099, 0.128, 0.148, 0.107, 0.159, 0.060, 0.043, 0.124, 0.104, 0.092, 0.095, 0.183],
  "charge": 0,
  "lumo_ev": 0.71,
  "homo_lumo_gap_ev": 9.75,
  "smiles": "NC(=O)CC[C@H](NC(=O)[C@@H](N)CC(N)=O)C(=O)O"
}



Q wins, 30.3 kcal/mol ahead of the next structure.



P:
{
  "formula": "C3H7O3",
  "method": "wB97M-V/def2-TZVPD",
  "symbols": ["C", "C", "O", "O", "H", "H", "H", "C", "O", "H", "H", "H", "H"],
  "positions_angstrom": [[2.111, 0.258, -1.611], [1.171, 0.053, -0.382], [0.180, 0.832, -0.326], [1.512, -0.823, 0.432], [2.053, 1.295, -1.950], [1.679, -0.367, -2.397], [3.117, -0.054, -1.340], [-2.274, -0.395, 1.224], [-1.375, 0.478, 1.877], [-0.617, 0.594, 1.256], [-1.908, -0.685, 0.238], [-2.404, -1.293, 1.841], [-3.246, 0.106, 1.135]],
  "lowdin_charge": [-0.052, -0.766, -0.100, -0.071, 0.050, 0.054, 0.050, -0.204, -0.169, 0.022, 0.067, 0.060, 0.058],
  "charge": -1,
  "lumo_ev": 4.31,
  "homo_lumo_gap_ev": 8.72
}



Q:
{
  "formula": "C3H7O3",
  "method": "wB97M-V/def2-TZVPD",
  "symbols": ["O", "C", "O", "H", "H", "C", "O", "C", "H", "H", "H", "H", "H"],
  "positions_angstrom": [[-2.799, -1.129, 0.906], [-2.203, -1.354, -0.151], [-1.276, -0.715, -0.700], [-2.449, -2.324, -0.649], [0.227, 0.111, -0.508], [1.637, 1.080, 0.432], [1.030, 0.629, -0.755], [3.134, 1.238, 0.235], [1.455, 0.377, 1.263], [1.220, 2.063, 0.723], [3.531, 1.823, 1.057], [3.375, 1.702, -0.715], [3.627, 0.276, 0.327]],
  "lowdin_charge": [-0.116, -0.673, -0.131, 0.084, 0.023, -0.360, -0.110, -0.112, 0.114, 0.102, 0.055, 0.065, 0.060],
  "charge": -1,
  "lumo_ev": 3.85,
  "homo_lumo_gap_ev": 8.20
}



R:
{
  "formula": "C3H7O3",
  "method": "wB97M-V/def2-TZVPD",
  "symbols": ["C", "C", "O", "O", "H", "H", "H", "C", "O", "H", "H", "H", "H"],
  "positions_angstrom": [[-0.913, -1.597, -1.253], [-0.635, -0.059, -1.588], [-0.721, 0.734, -0.626], [-0.392, 0.163, -2.797], [-1.029, -2.143, -2.181], [-1.916, -1.525, -0.808], [-0.214, -1.956, -0.507], [1.082, 1.379, 1.715], [0.747, 0.026, 1.943], [0.539, -0.314, 1.057], [2.027, 1.476, 1.180], [1.078, 1.849, 2.703], [0.346, 1.967, 1.163]],
  "lowdin_charge": [-0.050, -0.774, -0.098, -0.106, 0.040, 0.052, 0.038, -0.202, -0.140, 0.046, 0.071, 0.065, 0.058],
  "charge": -1,
  "lumo_ev": 4.08,
  "homo_lumo_gap_ev": 8.16
}



P wins, 3.4 kcal/mol ahead of the next structure.



P:
{
  "formula": "C3H7O3",
  "method": "wB97M-V/def2-TZVPD",
  "symbols": ["C", "C", "O", "O", "H", "H", "H", "C", "O", "H", "H", "H", "H"],
  "positions_angstrom": [[0.195, -0.955, -2.555], [-0.307, -0.436, -1.187], [-1.493, -0.687, -0.910], [0.538, 0.219, -0.496], [-0.236, -0.291, -3.318], [-0.236, -1.935, -2.748], [1.284, -0.913, -2.627], [0.665, 0.594, 2.863], [0.013, 1.274, 1.819], [0.149, 0.779, 0.941], [1.125, -0.322, 2.484], [-0.059, 0.295, 3.638], [1.405, 1.256, 3.335]],
  "lowdin_charge": [-0.054, -0.741, -0.067, -0.094, 0.059, 0.052, 0.052, -0.221, -0.184, 0.016, 0.068, 0.057, 0.056],
  "charge": -1,
  "lumo_ev": 4.26,
  "homo_lumo_gap_ev": 8.74
}



Q:
{
  "formula": "C3H7O3",
  "method": "wB97M-V/def2-TZVPD",
  "symbols": ["C", "O", "H", "H", "H", "H", "C", "C", "O", "O", "H", "H", "H"],
  "positions_angstrom": [[-0.406, -0.290, 1.821], [-1.680, 0.215, 2.224], [-2.323, -0.287, 1.967], [-0.079, -0.530, 0.722], [-0.193, -1.045, 2.432], [0.317, 0.535, 1.787], [0.041, -0.050, -1.508], [1.372, 0.701, -1.679], [1.554, 1.685, -1.006], [2.175, 0.209, -2.432], [-0.514, 0.172, -0.557], [0.273, -1.107, -1.382], [-0.539, -0.207, -2.388]],
  "lowdin_charge": [-0.140, -0.047, -0.036, 0.073, 0.022, 0.094, -0.066, -0.905, -0.061, -0.067, 0.035, 0.052, 0.044],
  "charge": -1,
  "lumo_ev": 3.44,
  "homo_lumo_gap_ev": 7.12
}



R:
{
  "formula": "C3H7O3",
  "method": "wB97M-V/def2-TZVPD",
  "symbols": ["O", "C", "O", "H", "H", "C", "O", "C", "H", "H", "H", "H", "H"],
  "positions_angstrom": [[-0.268, 1.015, -2.686], [0.853, 0.517, -2.819], [1.448, -0.260, -2.034], [1.570, 0.744, -3.668], [0.346, 0.596, -0.793], [-0.208, 0.337, 1.456], [0.089, 0.642, 0.158], [-0.802, -1.088, 1.592], [-0.899, 1.091, 1.860], [0.696, 0.568, 2.062], [-1.151, -1.438, 0.627], [-1.689, -1.049, 2.232], [0.014, -1.674, 2.011]],
  "lowdin_charge": [-0.100, -0.679, -0.141, 0.091, 0.058, -0.377, -0.129, -0.081, 0.085, 0.097, 0.070, 0.051, 0.056],
  "charge": -1,
  "lumo_ev": 4.11,
  "homo_lumo_gap_ev": 8.43
}



P wins, 40.5 kcal/mol ahead of the next structure.



P:
{
  "formula": "C5H15N2O",
  "method": "wB97M-V/def2-TZVPD",
  "symbols": ["C", "N", "C", "C", "O", "C", "N", "C", "H", "H", "H", "H", "H", "H", "H", "H", "H", "H", "H", "H", "H", "H", "H"],
  "positions_angstrom": [[1.027, 0.729, -2.435], [-1.103, 0.089, -0.142], [-1.059, 1.500, 0.266], [-1.103, 1.442, 1.759], [-1.180, 2.779, 2.302], [2.044, 0.113, -1.793], [0.421, -1.819, 0.792], [0.404, -2.865, -0.226], [-0.089, 0.611, -2.099], [1.221, 1.564, -3.087], [-2.018, -0.257, 0.153], [-0.253, 2.057, -0.209], [-2.082, 1.902, -0.006], [-2.040, 0.954, 1.903], [-0.244, 0.924, 2.187], [-1.370, 2.760, 3.318], [1.948, -0.533, -0.920], [3.053, 0.339, -2.100], [1.250, -1.769, 1.334], [-0.150, -0.950, 0.434], [-0.626, -3.152, -0.374], [1.042, -3.879, 0.105], [0.909, -2.537, -1.158]],
  "lowdin_charge": [-0.060, 0.207, -0.177, -0.250, -0.068, -0.055, 0.048, -0.114, 0.054, 0.050, 0.113, 0.124, 0.194, 0.114, 0.131, 0.163, 0.014, 0.053, 0.089, 0.039, 0.071, 0.177, 0.085],
  "charge": 1,
  "lumo_ev": -8.89,
  "homo_lumo_gap_ev": 4.60
}



Q:
{
  "formula": "C5H15N2O",
  "method": "wB97M-V/def2-TZVPD",
  "symbols": ["C", "C", "C", "C", "C", "N", "N", "H", "H", "H", "H", "H", "H", "H", "H", "H", "H", "H", "H", "H", "H", "H", "O"],
  "positions_angstrom": [[0.320, 3.038, -0.852], [0.282, 1.675, -0.136], [-1.047, 0.956, -0.421], [-0.943, -0.538, -0.244], [-0.585, -1.383, -1.203], [-0.269, -2.710, -1.085], [-0.971, -1.078, 1.124], [-0.680, 3.453, -0.871], [0.693, 2.963, -1.879], [1.084, 3.677, -0.414], [1.146, 1.071, -0.417], [0.409, 1.924, 0.924], [-1.356, 1.156, -1.438], [-1.817, 1.351, 0.243], [-0.547, -1.045, -2.227], [0.284, -3.093, -1.838], [-0.067, -3.126, -0.191], [-0.070, -1.438, 1.482], [-1.191, -0.348, 1.814], [-1.723, -1.754, 1.280], [2.291, -1.243, 2.797], [2.793, -1.768, 1.524], [1.966, -1.735, 2.029]],
  "lowdin_charge": [-0.100, -0.251, -0.164, -0.261, -0.132, 0.098, 0.231, 0.075, 0.079, 0.076, 0.107, 0.104, 0.121, 0.121, 0.144, 0.109, 0.089, 0.125, 0.177, 0.180, 0.062, 0.065, -0.054],
  "charge": 1,
  "lumo_ev": -3.25,
  "homo_lumo_gap_ev": 9.27
}



Q wins, 184.9 kcal/mol ahead of the next structure.



P:
{
  "formula": "C5H15N2O",
  "method": "wB97M-V/def2-TZVPD",
  "symbols": ["C", "C", "O", "C", "N", "C", "C", "N", "H", "H", "H", "H", "H", "H", "H", "H", "H", "H", "H", "H", "H", "H", "H"],
  "positions_angstrom": [[1.903, -2.283, -0.116], [1.044, -1.021, -0.108], [1.192, -0.273, -1.350], [-0.415, -1.332, 0.176], [-1.370, -0.253, -0.082], [-1.437, 0.746, 0.977], [-0.776, 2.129, 0.657], [-0.310, 2.245, -0.775], [2.225, -2.460, -1.132], [2.768, -2.129, 0.509], [1.351, -3.136, 0.267], [1.424, -0.292, 0.606], [1.285, -0.896, -2.081], [-0.480, -1.669, 1.212], [-0.700, -2.157, -0.475], [-2.301, -0.626, -0.191], [-1.033, 0.396, 1.920], [-2.454, 1.014, 1.241], [0.097, 2.303, 1.272], [-1.426, 2.980, 0.811], [-1.045, 2.670, -1.324], [-0.108, 1.295, -1.161], [0.566, 2.748, -0.851]],
  "lowdin_charge": [-0.012, -0.393, -0.072, -0.182, -0.059, -0.180, -0.099, 0.188, 0.086, 0.085, 0.088, 0.136, 0.099, 0.130, 0.134, 0.120, 0.119, 0.119, 0.120, 0.122, 0.165, 0.122, 0.165],
  "charge": 1,
  "lumo_ev": -3.09,
  "homo_lumo_gap_ev": 10.40,
  "smiles": "C[C@@H](O)CNCC[NH3+]"
}



Q:
{
  "formula": "C5H15N2O",
  "method": "wB97M-V/def2-TZVPD",
  "symbols": ["C", "C", "C", "C", "N", "C", "N", "H", "H", "H", "H", "H", "H", "H", "H", "H", "H", "H", "H", "H", "H", "H", "O"],
  "positions_angstrom": [[1.417, -0.042, -2.524], [-0.082, -0.009, -2.005], [-0.269, 0.682, -0.713], [-1.204, 0.486, 0.252], [-1.209, 0.932, 1.511], [-2.335, 0.756, 2.466], [2.127, -0.897, -1.494], [1.579, -0.396, -3.529], [1.728, 1.088, -2.314], [-0.765, 0.444, -2.679], [-0.661, -0.976, -2.154], [0.490, 1.544, -0.552], [-2.191, -0.026, -0.075], [-0.446, 1.395, 1.949], [-3.329, 1.064, 2.160], [-2.356, -0.269, 2.724], [-2.194, 1.501, 3.287], [1.674, -1.281, -0.667], [2.928, -0.315, -1.017], [2.540, -1.802, -1.892], [1.329, -1.184, 3.079], [0.103, -1.434, 2.026], [1.123, -1.263, 2.162]],
  "lowdin_charge": [-0.110, -0.252, -0.174, -0.202, -0.076, -0.062, 0.142, 0.119, 0.163, 0.095, 0.139, 0.131, 0.167, 0.121, 0.079, 0.061, 0.103, 0.133, 0.216, 0.198, 0.017, 0.095, -0.101],
  "charge": 1,
  "lumo_ev": -3.33,
  "homo_lumo_gap_ev": 7.58
}



P wins, 52.6 kcal/mol ahead of the next structure.



P:
{
  "formula": "C5H15N2O",
  "method": "wB97M-V/def2-TZVPD",
  "symbols": ["C", "C", "C", "C", "C", "N", "N", "H", "H", "H", "H", "H", "H", "H", "H", "H", "H", "H", "H", "H", "H", "H", "O"],
  "positions_angstrom": [[2.583, 0.281, 1.275], [1.932, -0.991, 0.740], [1.426, -0.860, -0.693], [0.274, 0.102, -0.866], [-0.973, -0.369, -0.799], [-2.045, 0.672, -0.701], [0.559, 1.455, -0.976], [3.054, 0.087, 2.231], [1.902, 1.130, 1.354], [3.378, 0.617, 0.599], [2.761, -1.697, 0.716], [1.159, -1.286, 1.445], [1.262, -1.811, -1.193], [2.239, -0.425, -1.280], [-1.230, -1.283, -0.296], [-2.825, 0.588, -0.028], [-1.556, 1.541, -0.438], [-2.447, 0.846, -1.626], [0.126, 1.901, -1.777], [1.556, 1.621, -1.005], [-4.120, -1.249, 1.602], [-4.961, -0.384, 0.702], [-4.053, -0.487, 1.014]],
  "lowdin_charge": [-0.111, -0.233, -0.150, -0.326, -0.040, 0.177, 0.122, 0.078, 0.066, 0.081, 0.116, 0.112, 0.126, 0.120, 0.125, 0.117, 0.145, 0.167, 0.115, 0.104, 0.069, 0.067, -0.045],
  "charge": 1,
  "lumo_ev": -3.10,
  "homo_lumo_gap_ev": 10.16
}



Q:
{
  "formula": "C5H15N2O",
  "method": "wB97M-V/def2-TZVPD",
  "symbols": ["C", "C", "C", "C", "C", "N", "N", "H", "H", "H", "H", "H", "H", "H", "H", "H", "H", "H", "H", "H", "H", "H", "O"],
  "positions_angstrom": [[1.039, 1.723, 1.600], [0.524, 0.495, 0.868], [-0.625, 0.864, -0.072], [-1.379, -0.277, -0.721], [-2.614, -0.131, -1.165], [-0.751, -1.550, -0.602], [-0.050, -0.508, 1.883], [0.895, 2.598, 0.981], [0.563, 1.861, 2.578], [2.108, 1.699, 1.802], [1.265, -0.046, 0.285], [-0.186, 1.539, -0.814], [-1.336, 1.502, 0.450], [-3.189, 0.788, -1.133], [-3.151, -0.957, -1.608], [0.124, -1.635, -1.107], [-1.357, -2.306, -0.900], [0.662, -1.200, 2.122], [-0.739, -1.084, 1.377], [-0.444, -0.047, 2.698], [2.784, 0.203, -2.498], [2.213, -1.055, -1.882], [2.886, -0.383, -1.736]],
  "lowdin_charge": [-0.024, -0.315, -0.122, -0.401, 0.073, 0.065, 0.216, 0.091, 0.093, 0.093, 0.121, 0.139, 0.131, 0.079, 0.071, 0.088, 0.106, 0.174, 0.128, 0.163, 0.055, 0.018, -0.045],
  "charge": 1,
  "lumo_ev": -3.12,
  "homo_lumo_gap_ev": 9.74
}



P wins, 1.6 kcal/mol ahead of the next structure.